1.
Here is a 2-piece molecular cluster, C2H3OPS2 overall from OMol25. Energies are from ωB97M-V/def2-TZVPD.

## Properties
- energy relative to the best compared isomer or geometry (same formula, charge and spin) (kJ/mol) = 158.86
- orbital gap (eV) = 8.67
- total charge = 0
- highest occupied orbital energy (eV) = -9.952

Cartesian coordinates (Å):
1 C 1.35217 -0.63332 -1.77312
2 C 1.09558 0.43828 -1.28584
3 O 1.79984 2.78851 -0.15767
4 P 0.69684 2.12497 -0.81619
5 S -1.04161 2.85373 -1.40963
6 S -1.20923 -1.82827 2.40124
7 H 1.34582 -1.67797 -1.92522
8 H -2.07832 -1.96136 3.52560
9 H -1.96108 -2.10456 1.44083

2.
Here is C31H50AsN4O10PSTa as an isolated structure from OMol25. Energies are from ωB97M-V/def2-TZVPD.

## Properties
- energy relative to the best compared isomer or geometry (same formula, charge and spin) (kJ/mol) = 100.46
- orbital gap (eV) = 7.60
- total charge = +1
- highest occupied orbital energy (eV) = -10.139

Cartesian coordinates (Å):
1 Ta -0.81617 -0.11600 -0.61400
2 O -3.49798 1.19892 1.92649
3 C -2.36113 1.39751 1.59169
4 O -1.95102 1.10854 0.34343
5 C -1.31521 1.98908 2.45914
6 C -1.77968 2.67984 3.58439
7 C -0.90752 3.22080 4.50215
8 C 0.46122 3.06440 4.30015
9 C 0.93253 2.39140 3.19214
10 C 0.06139 1.83915 2.24096
11 S 0.86491 1.01974 0.90635
12 H -2.84950 2.77712 3.71205
13 H -1.27882 3.75804 5.36388
14 H 1.16659 3.47254 5.01272
15 H 1.99903 2.26995 3.05065
16 O -3.07592 -0.27196 -3.93238
17 C -2.70632 -0.31958 -2.79409
18 O -1.87180 0.52177 -2.21349
19 C -3.06297 -1.48916 -1.83953
20 O -3.82472 -2.36624 -2.12775
21 O -2.33555 -1.44421 -0.72953
22 C -0.43576 -2.55495 -6.74077
23 N 0.02627 -2.34668 -5.38082
24 C 1.44511 -2.12376 -5.18480
25 C -0.82746 -2.30761 -4.35562
26 O -0.50832 -2.09913 -3.18273
27 H -0.25587 -1.66327 -7.34417
28 H -1.50293 -2.76524 -6.73564
29 H 0.08977 -3.39681 -7.19305
30 H 1.78931 -1.32055 -5.83862
31 H 2.00782 -3.02786 -5.42745
32 H 1.61881 -1.84004 -4.14973
33 H -1.87491 -2.46361 -4.64633
34 C 0.95234 -0.56721 8.11980
35 C 0.33078 -0.73281 6.76510
36 C -1.03926 -0.58057 6.58895
37 C -1.63155 -0.69814 5.34298
38 C -3.12865 -0.52887 5.26488
39 C -0.81411 -0.97903 4.21620
40 C -1.51515 -1.02815 2.93513
41 O -1.05446 -1.22161 1.80789
42 C 0.57960 -1.14500 4.38512
43 C 1.55272 -1.46642 3.28300
44 C 1.11478 -1.02023 5.65714
45 H 0.21099 -0.66552 8.91097
46 H 1.40807 0.42113 8.21070
47 H 1.73703 -1.30438 8.28867
48 H -1.66151 -0.36442 7.44900
49 H -3.51550 -0.27226 6.24923
50 H -3.62578 -1.44730 4.94817
51 H -3.42800 0.25957 4.57398
52 H -2.59831 -0.90675 3.01513
53 H 2.04258 -2.41752 3.50719
54 H 1.09642 -1.49889 2.30378
55 H 2.33385 -0.70505 3.25347
56 H 2.18410 -1.15026 5.78461
57 C -1.13081 3.59922 -2.48786
58 N 0.14000 3.25683 -1.84668
59 C 0.35458 3.97769 -0.59353
60 P 1.03898 2.00610 -2.38366
61 O 0.63242 0.59521 -1.91805
62 N 2.55846 2.27786 -1.86595
63 C 3.20745 3.58049 -1.91933
64 C 3.45572 1.18417 -1.51391
65 N 0.89831 1.94392 -4.02206
66 C 1.23486 3.13475 -4.79143
67 C 0.05140 0.99938 -4.73881
68 H -1.95636 3.38481 -1.80617
69 H -1.28838 3.00883 -3.38588
70 H -1.14115 4.66106 -2.74197
71 H -0.49684 3.82220 0.07301
72 H 0.45184 5.04647 -0.79955
73 H 1.24350 3.61681 -0.08653
74 H 2.48897 4.36737 -2.13468
75 H 3.98379 3.59666 -2.68939
76 H 3.67267 3.79931 -0.95519
77 H 2.92078 0.23887 -1.51817
78 H 3.85450 1.35022 -0.51121
79 H 4.28595 1.12895 -2.22292
80 H 2.05670 3.68083 -4.33249
81 H 0.38058 3.81062 -4.90128
82 H 1.56116 2.83250 -5.78723
83 H -0.15789 0.14232 -4.11202
84 H 0.57266 0.67706 -5.64389
85 H -0.90072 1.45036 -5.03405
86 C 1.52929 -4.10177 -1.46625
87 As 0.04891 -3.43412 -0.46757
88 C 0.20136 -4.07414 1.32239
89 C -1.56652 -4.19803 -1.13478
90 O 0.30648 -1.73919 -0.46406
91 H 1.58873 -5.18167 -1.32697
92 H 2.44042 -3.63081 -1.10227
93 H 1.38167 -3.86387 -2.51655
94 H 0.12387 -5.16162 1.26508
95 H -0.60899 -3.67413 1.92457
96 H 1.15859 -3.79162 1.74999
97 H -1.33043 -5.26483 -1.17871
98 H -1.82288 -3.81553 -2.11299
99 H -2.37778 -4.01205 -0.43779

3.
Here is an isolated molecule of C11H16O3 from OMol25. Energies are from ωB97M-V/def2-TZVPD.

## Properties
- energy relative to the best compared isomer or geometry (same formula, charge and spin) (kJ/mol) = 0.00
- orbital gap (eV) = 9.48
- total charge = 0
- highest occupied orbital energy (eV) = -8.782

Cartesian coordinates (Å):
1 C -0.91248 -2.75761 1.74012
2 C 0.39688 -2.33375 1.84624
3 C -1.78871 -2.00606 0.98464
4 C 0.77332 -1.14701 1.24704
5 C -1.41813 -0.82713 0.33973
6 C -0.10964 -0.34612 0.51460
7 C -2.47086 -0.20954 -0.53408
8 C -0.55946 2.07121 -0.29821
9 C 1.57839 1.51261 0.83636
10 C 0.44270 0.95450 -0.03200
11 C 1.18175 0.59957 -1.53891
12 O 0.18274 0.12065 -2.35392
13 O 2.20643 -0.33024 -1.36341
14 O 1.73239 1.73197 -2.10098
15 H -1.24323 -3.66836 2.21893
16 H 1.12459 -2.90839 2.40115
17 H -2.80988 -2.34662 0.88036
18 H 1.79964 -0.84229 1.36887
19 H -2.88196 0.70057 -0.10143
20 H -2.06213 0.01648 -1.51453
21 H -3.28867 -0.91622 -0.66182
22 H -1.18086 1.86055 -1.15826
23 H -1.18262 2.22791 0.57863
24 H -0.02374 2.99384 -0.51089
25 H 1.77686 2.54821 0.56668
26 H 1.30298 1.47759 1.88912
27 H 2.50310 0.95437 0.69667
28 H 0.49669 0.13082 -3.27115
29 H 1.83694 -1.13180 -0.97198
30 H 2.59695 1.87029 -1.69757

4.
Here is an isolated molecule of C3H4N4O2 from OMol25. Energies are from ωB97M-V/def2-TZVPD.

## Properties
- energy relative to the best compared isomer or geometry (same formula, charge and spin) (kJ/mol) = 356.98
- orbital gap (eV) = 9.84
- total charge = 0
- highest occupied orbital energy (eV) = -10.200

Cartesian coordinates (Å):
1 C -0.15460 -0.02612 1.76601
2 C 0.37863 0.12927 -1.97553
3 C 0.32480 -0.53667 -0.63066
4 H -0.39386 0.89178 2.45250
5 H -0.85843 -0.78942 2.13610
6 H 0.90017 -0.35880 1.95724
7 H 0.60555 -2.26458 0.42273
8 N -0.23424 0.36889 0.36701
9 N -0.97726 1.43291 0.05898
10 N -1.03030 1.94244 -1.03685
11 N 0.86936 -1.71383 -0.51348
12 O -0.19627 1.38564 -2.02705
13 O 0.76648 -0.46151 -2.97701